An isolated molecule of C4H10 at a distorted geometry, computed with the ωB97M-V functional and the def2-TZVPD basis.

```
14
Properties=species:S:1:pos:R:3:mulliken_charge:R:1
C 1.294 0.650 0.028 -1.01
C 0.054 -0.295 0.285 0.34
C -1.095 0.540 1.011 -1.18
C -0.269 -1.052 -1.072 -1.29
H 1.980 -0.065 -0.497 0.28
H 0.906 1.287 -0.915 0.18
H 1.372 1.010 1.066 0.41
H 0.485 -1.121 0.977 0.25
H -1.457 -0.145 1.675 0.42
H -1.754 1.081 0.238 0.26
H -0.658 1.343 1.671 0.30
H 0.607 -1.495 -1.504 0.39
H -1.200 -1.519 -1.139 0.37
H -0.264 -0.218 -1.824 0.28
```

**Energy above the lowest of the compared OMol25 structures with the same formula, charge and spin**: 44.0 kcal/mol
**Highest occupied orbital energy**: -10.7 eV
**E**: -158.332777 a.u.
**Orbital gap**: 0.43634 Eh

***

A cluster of 2 separate species, C4H10 in total at a distorted geometry, computed with the ωB97M-V functional and the def2-TZVPD basis.

```
14
Properties=species:S:1:pos:R:3:mulliken_charge:R:1
C -2.950 -1.127 0.011 -0.48
C -2.248 -1.746 -0.929 -0.42
H -2.756 -1.131 1.077 0.23
H -3.651 -0.330 -0.219 0.21
H -1.505 -2.460 -0.594 0.21
H -2.239 -1.453 -1.961 0.25
C 2.522 0.795 -0.097 -0.78
C 1.354 1.282 0.763 -0.80
H 2.187 -0.073 -0.673 0.24
H 2.777 1.567 -0.819 0.26
H 3.340 0.416 0.513 0.28
H 0.639 1.809 0.129 0.26
H 1.687 1.987 1.529 0.28
H 0.844 0.465 1.271 0.25
```

**Energy above the lowest of the compared OMol25 structures with the same formula, charge and spin**: 33.1 kcal/mol
**Highest occupied orbital energy**: -10.2 eV
**E**: -158.350206 a.u.
**Orbital gap**: 0.41484 Eh

***

A structure of composition C4H10AlBrNO2, computed with the ωB97M-V functional and the def2-TZVPD basis.

```
19
Properties=species:S:1:pos:R:3:mulliken_charge:R:1
N -2.907 -1.246 1.037 -0.62
C -1.604 -0.604 0.791 -0.26
C -1.319 -0.314 -0.696 -0.85
Al 0.634 -0.501 -1.126 0.08
Br 0.839 -2.244 -2.753 -0.50
O 1.283 1.069 -1.705 -0.39
C 2.059 1.615 -0.671 -0.29
C 2.190 0.658 0.545 -0.30
O 1.690 -0.641 0.309 -0.43
H -2.833 -2.010 1.690 0.19
H -3.598 -0.586 1.361 0.21
H -0.831 -1.258 1.171 0.32
H -1.527 0.325 1.350 0.21
H -1.911 -1.028 -1.252 0.40
H -1.658 0.685 -0.946 0.28
H 3.035 1.873 -1.087 0.26
H 1.606 2.525 -0.277 0.21
H 3.221 0.573 0.886 0.27
H 1.632 1.109 1.373 0.21
```

**Energy above the lowest of the compared OMol25 structures with the same formula, charge and spin**: 0.0 kcal/mol
**Highest occupied orbital energy**: -4.9 eV
**E**: -3180.304648 a.u.
**Orbital gap**: 0.30990 Eh
**Net charge**: -1

***

An isolated molecule of C4H10BrPS at a distorted geometry, computed with the ωB97M-V functional and the def2-TZVPD basis.

```
17
Properties=species:S:1:pos:R:3:mulliken_charge:R:1
C -1.664 -1.175 -0.689 -1.24
C -0.975 -0.260 0.391 -0.22
C 0.532 -0.190 0.027 -0.76
C 1.335 0.981 0.495 -0.47
S 0.412 2.515 0.104 -0.21
P 2.991 1.174 -0.517 0.15
Br 4.018 -0.691 -0.010 -0.20
H -1.767 -0.659 -1.660 0.31
H -1.040 -2.090 -0.759 0.29
H -2.713 -1.591 -0.614 0.33
H -1.104 -0.681 1.421 0.28
H -1.463 0.726 0.378 0.31
H 0.702 -0.447 -1.042 0.42
H 1.143 -1.021 0.443 0.37
H 1.535 0.908 1.510 0.44
H 1.159 2.635 -1.117 0.15
H 3.429 1.973 0.429 0.05
```

**Energy above the lowest of the compared OMol25 structures with the same formula, charge and spin**: 27.4 kcal/mol
**Highest occupied orbital energy**: -9.3 eV
**E**: -3471.932359 a.u.
**Orbital gap**: 0.35726 Eh

***

The ion C4H10Cl2N3 with charge +1 at a distorted geometry, computed with the ωB97M-V functional and the def2-TZVPD basis.

```
19
Properties=species:S:1:pos:R:3:mulliken_charge:R:1
C -0.127 0.535 2.539 -1.48
C 0.144 0.418 1.054 0.14
Cl 1.302 1.717 0.596 -0.17
C -1.084 0.542 0.156 0.04
Cl -2.458 -0.379 0.825 -0.14
N -0.867 0.059 -1.209 -0.14
C 0.288 -0.552 -1.656 -0.03
N 1.276 0.172 -2.152 -0.24
N 0.402 -1.903 -1.666 -0.40
H 0.825 0.416 3.053 0.39
H -0.503 1.519 2.803 0.35
H -0.777 -0.256 2.893 0.45
H 0.663 -0.524 0.881 0.32
H -1.387 1.583 0.101 0.35
H -1.655 0.133 -1.833 0.24
H 1.103 1.168 -2.078 0.36
H 2.225 -0.032 -1.853 0.30
H -0.482 -2.324 -1.398 0.33
H 1.114 -2.295 -1.056 0.33
```

**Energy above the lowest of the compared OMol25 structures with the same formula, charge and spin**: 6.1 kcal/mol
**Highest occupied orbital energy**: -14.4 eV
**E**: -1242.816435 a.u.
**Orbital gap**: 0.34809 Eh
**Net charge**: +1

***

A cluster of 2 separate species, C4H10Cl2S2 in total, computed with the ωB97M-V functional and the def2-TZVPD basis.

```
18
Properties=species:S:1:pos:R:3:mulliken_charge:R:1
C -0.462 2.027 2.266 -1.22
C 0.918 1.419 2.217 1.01
Cl 2.140 2.592 2.764 -0.18
Cl 0.991 -0.054 3.215 -0.18
H -0.505 2.925 1.628 0.34
H -0.723 2.316 3.298 0.33
H -1.211 1.302 1.904 0.32
H 1.213 1.116 1.192 -0.55
C 0.476 -1.146 -0.146 -0.56
S 1.902 -0.923 -1.230 -0.09
S 2.685 0.834 -0.555 -0.07
C 3.719 0.287 0.820 -0.67
H -0.041 -2.066 -0.465 0.34
H -0.228 -0.300 -0.227 0.18
H 0.771 -1.257 0.911 0.16
H 3.127 -0.184 1.623 0.22
H 4.489 -0.428 0.486 0.35
H 4.221 1.179 1.231 0.27
```

**Energy above the lowest of the compared OMol25 structures with the same formula, charge and spin**: 2.6 kcal/mol
**Highest occupied orbital energy**: -9.0 eV
**E**: -1875.166058 a.u.
**Orbital gap**: 0.35619 Eh

***

A cluster of 4 separate species, C4H10Cl3N3O6 in total at a distorted geometry, computed with the ωB97M-V functional and the def2-TZVPD basis.

```
26
Properties=species:S:1:pos:R:3:mulliken_charge:R:1
C 4.526 4.909 9.409 -0.72
N 5.075 3.974 10.411 0.89
O 4.472 3.850 11.455 -0.51
O 6.051 3.304 10.076 -0.54
H 4.482 4.502 8.426 0.27
H 5.087 5.865 9.399 0.26
H 3.562 5.188 9.899 0.35
C 14.349 5.163 7.682 -0.67
N 15.545 5.060 8.437 0.83
O 16.618 4.774 7.855 -0.52
O 15.468 5.298 9.645 -0.50
H 14.258 4.246 7.178 0.28
H 14.542 6.023 7.005 0.27
H 13.512 5.369 8.371 0.30
C 8.746 4.611 9.310 -0.65
N 9.693 5.273 8.401 0.93
O 10.065 4.658 7.388 -0.57
O 10.029 6.392 8.700 -0.52
H 8.896 3.588 9.495 0.33
H 7.750 4.643 8.851 0.11
H 8.651 5.192 10.262 0.36
Cl 6.429 5.605 5.964 -0.17
C 7.765 4.505 5.419 0.83
Cl 8.850 5.315 4.247 -0.12
Cl 7.257 2.960 4.822 -0.11
H 8.278 4.423 6.356 -0.41
```

**Energy above the lowest of the compared OMol25 structures with the same formula, charge and spin**: 3.5 kcal/mol
**Highest occupied orbital energy**: -11.0 eV
**E**: -2154.374006 a.u.
**Orbital gap**: 0.38786 Eh

***

A cluster of 2 separate species, C4H10ClN in total at a distorted geometry, computed with the ωB97M-V functional and the def2-TZVPD basis.

```
16
Properties=species:S:1:pos:R:3:mulliken_charge:R:1
C -0.776 -1.695 -0.116 -0.50
N -0.506 -1.119 0.962 -0.40
C -0.938 0.228 1.270 -0.18
C -1.733 1.035 0.198 -1.24
H -0.462 -2.648 -0.174 0.35
H -1.125 -1.143 -0.958 0.30
H 0.024 0.556 1.520 0.31
H -1.478 0.190 2.235 0.30
H -1.276 1.093 -0.802 0.29
H -2.684 0.561 -0.011 0.37
H -2.044 1.945 0.549 0.41
C 2.518 0.251 -1.058 -0.43
Cl 3.275 -0.071 0.530 -0.18
H 2.103 1.245 -1.177 0.24
H 3.410 0.111 -1.851 0.27
H 1.694 -0.541 -1.118 0.09
```

**Energy above the lowest of the compared OMol25 structures with the same formula, charge and spin**: 50.9 kcal/mol
**Highest occupied orbital energy**: -9.4 eV
**E**: -673.278396 a.u.
**Orbital gap**: 0.37857 Eh

***

A cluster of 2 separate species, C4H10ClN2 in total at a distorted geometry, computed with the ωB97M-V functional and the def2-TZVPD basis.

```
17
Properties=species:S:1:pos:R:3:mulliken_charge:R:1
C 0.492 -0.183 0.415 0.46
C -1.294 0.770 -1.532 -0.72
C -1.457 -1.524 -0.837 -1.04
C 2.148 0.766 1.915 -0.85
N -1.420 -0.156 -0.421 -0.06
N 0.966 0.846 1.069 -0.14
Cl 1.278 -1.622 0.145 -0.07
H -0.464 0.434 -2.263 0.32
H -2.322 0.641 -1.970 0.34
H -1.147 1.899 -1.418 0.28
H -1.106 -2.208 -0.004 0.35
H -2.428 -1.667 -1.076 0.41
H -0.870 -1.785 -1.683 0.45
H 1.733 0.200 2.800 0.36
H 2.581 1.818 2.059 0.28
H 2.860 0.071 1.520 0.32
H 0.451 1.701 1.280 0.30
```

**Energy above the lowest of the compared OMol25 structures with the same formula, charge and spin**: 36.0 kcal/mol
**Highest occupied orbital energy (alpha / beta)**: -11.8 / -14.5 eV
**Spin multiplicity**: 3
**E**: -727.624254 a.u.
**Orbital gap (alpha / beta)**: 0.28083 / 0.28771 Eh
**Net charge**: +1

***

A cluster of 3 separate species, C4H10ClN2O in total at a distorted geometry, computed with the ωB97M-V functional and the def2-TZVPD basis.

```
18
Properties=species:S:1:pos:R:3:mulliken_charge:R:1
C 4.655 -0.610 -0.096 0.08
C -1.418 -0.336 -1.117 -0.89
C -1.008 -0.096 0.265 -0.37
C 0.365 -0.802 0.283 0.50
N 0.372 -2.083 0.525 -0.39
N 1.440 -0.152 0.019 -0.17
O 5.598 -0.052 -0.346 -0.09
Cl 1.736 3.297 0.203 -0.31
H -1.838 0.517 -1.715 0.29
H -2.193 -1.087 -1.121 0.33
H -0.595 -0.801 -1.709 0.29
H -0.624 0.985 0.379 0.09
H -1.796 -0.366 0.902 0.47
H 1.278 -2.640 0.554 0.25
H -0.510 -2.449 0.972 0.28
H 1.404 0.854 -0.325 0.10
H 2.464 4.095 -0.662 0.31
H 2.178 -0.825 -0.278 0.22
```

**Energy above the lowest of the compared OMol25 structures with the same formula, charge and spin**: 7.5 kcal/mol
**Highest occupied orbital energy**: -15.2 eV
**E**: -803.100915 a.u.
**Orbital gap**: 0.44952 Eh
**Net charge**: +1

***

A cluster of 2 separate species, C4H10ClNS in total at a distorted geometry, computed with the ωB97M-V functional and the def2-TZVPD basis.

```
17
Properties=species:S:1:pos:R:3:mulliken_charge:R:1
C 0.437 0.759 2.170 -1.12
C -1.311 0.485 0.180 -1.05
C 0.442 -2.030 -1.159 -0.33
C 0.124 0.343 0.681 0.34
N 0.668 -1.164 -2.090 0.04
S 1.285 1.476 -0.409 -0.37
Cl -0.199 -3.572 -1.809 -0.21
H -0.064 1.716 2.357 0.29
H 1.564 0.976 2.230 0.31
H 0.021 -0.121 2.645 0.37
H -1.664 1.575 0.197 0.35
H -2.023 -0.200 0.915 0.27
H -1.504 -0.084 -0.679 0.36
H 0.486 -0.688 0.449 0.23
H 1.040 -0.334 -1.740 0.15
H 0.539 -1.259 -3.063 0.20
H 0.158 2.121 -0.875 0.17
```

**Energy above the lowest of the compared OMol25 structures with the same formula, charge and spin**: 40.7 kcal/mol
**Highest occupied orbital energy**: -8.8 eV
**E**: -1071.439678 a.u.
**Orbital gap**: 0.34821 Eh

***

An isolated molecule of C4H10ClPSi at a distorted geometry, computed with the ωB97M-V functional and the def2-TZVPD basis.

```
17
Properties=species:S:1:pos:R:3:mulliken_charge:R:1
C 0.275 -1.936 0.292 -1.12
Si -0.470 -0.101 0.154 0.53
C -0.313 0.432 -1.634 -1.28
C 0.655 1.009 1.412 -1.13
C -2.259 0.185 0.603 -0.19
P -3.339 -0.706 -0.315 0.04
Cl -5.174 0.123 -0.143 -0.24
H -0.614 -2.660 0.456 0.29
H 0.823 -2.258 -0.549 0.36
H 0.913 -1.924 1.126 0.33
H -0.651 -0.298 -2.280 0.43
H -0.666 1.427 -2.055 0.35
H 0.659 0.639 -1.928 0.42
H 1.058 2.082 1.147 0.28
H -0.013 1.047 2.354 0.30
H 1.441 0.412 1.751 0.35
H -2.351 1.342 1.015 0.27
```

**Energy above the lowest of the compared OMol25 structures with the same formula, charge and spin**: 12.9 kcal/mol
**Highest occupied orbital energy**: -9.5 eV
**E**: -1249.413329 a.u.
**Orbital gap**: 0.33575 Eh